[1]
Density functional theory data (ωB97M-V with the def2-TZVPD basis set) for a cluster of 2 separate species, C2H6N4 in total in a non-equilibrium geometry.

Computed properties:
- Electronic energy: -298.705162 Ha
- ΔE to the lowest compared entry with this formula, charge and spin: 377.4 kJ/mol
- HOMO level: -7.89 eV
- HOMO-LUMO gap: 8.8 eV
- 2S+1: 1

XYZ file:
```
12
C2H6N4 ωB97M-V with the def2-TZVPD basis set
C 0.980 -0.115 0.331
C -1.030 -1.058 -0.823
N -1.192 0.447 1.023
N 2.195 1.786 0.278
N 3.283 1.653 0.343
N -0.308 -0.247 0.147
H 1.583 -0.738 -0.260
H -1.055 -0.437 -1.767
H -1.933 -1.610 -0.596
H -0.406 -1.920 -1.135
H -1.583 1.405 0.677
H -0.535 0.834 1.781
```

These are the Mulliken partial charges, in e, on atoms 1 to 2:
1. C -0.3375
2. C -0.8960

[2]
Density functional theory data (ωB97M-V with the def2-TZVPD basis set) for a cluster of 2 separate species, C2H9NO2 in total in a non-equilibrium geometry.

Computed properties:
- Structure (SMILES): CNCO.O
- Electronic energy: -286.800913 Ha
- ΔE to the lowest compared entry with this formula, charge and spin: 45.9 kJ/mol
- HOMO level: -9.01 eV
- HOMO-LUMO gap: 9.8 eV
- 2S+1: 1

XYZ file:
```
14
C2H9NO2 ωB97M-V with the def2-TZVPD basis set
C -0.590 -1.097 -1.056
N 0.625 -0.271 -0.764
C 0.555 1.183 -0.618
O -0.239 1.678 0.474
H -1.191 -0.568 -1.768
H -0.421 -2.065 -1.542
H -1.018 -1.288 -0.075
H 1.099 -0.565 0.084
H 0.093 1.550 -1.546
H 1.596 1.475 -0.539
H -1.086 1.215 0.269
O 0.455 -0.648 2.272
H -0.337 -0.889 2.751
H 0.459 0.292 2.059
```

These are the Mulliken partial charges, in e, on atoms 1 to 2:
1. C -0.7475
2. N -0.3675

[3]
Density functional theory data (ωB97M-V with the def2-TZVPD basis set) for the molecule C4H6N2O2 in a non-equilibrium geometry.

Computed properties:
- Structure (SMILES): [H]/N=C(/C)NC(=O)C=O
- Electronic energy: -415.983230 Ha
- ΔE to the lowest compared entry with this formula, charge and spin: 150.7 kJ/mol
- HOMO level: -9.75 eV
- HOMO-LUMO gap: 8.6 eV
- 2S+1: 1

XYZ file:
```
14
C4H6N2O2 ωB97M-V with the def2-TZVPD basis set
H 1.546 -1.056 -0.823
N 1.852 -0.869 0.172
C 0.930 -0.048 0.548
C 1.105 0.956 1.699
N -0.193 0.139 -0.206
C -0.717 -0.835 -1.006
O -0.165 -1.867 -1.360
C -2.015 -0.402 -1.518
O -2.558 0.630 -1.084
H 1.440 0.461 2.629
H 0.254 1.623 1.777
H 1.972 1.554 1.394
H -0.962 0.781 0.038
H -2.490 -1.066 -2.259
```

These are the Mulliken partial charges, in e, on atoms 1 to 2:
1. H 0.2756
2. N -0.6577

[4]
Density functional theory data (ωB97M-V with the def2-TZVPD basis set) for a structure of composition C27H19Cl76IO3P in a non-equilibrium geometry.

Computed properties:
- Electronic energy: -36879.273818 Ha
- Charge: -1
- HOMO level: -4.83 eV
- HOMO-LUMO gap: 5.8 eV
- 2S+1: 1

XYZ file:
```
127
C27H19Cl76IO3P ωB97M-V with the def2-TZVPD basis set
C -2.839 2.310 1.327
C -2.682 0.971 2.112
C -1.365 0.193 1.800
I -1.746 -1.962 1.604
P 0.117 0.567 2.954
O -0.794 0.523 4.472
C -0.474 1.803 5.026
C -0.417 2.869 3.857
C 0.426 4.176 4.099
C 1.598 4.358 3.101
C 2.519 5.525 3.657
O 1.168 4.796 1.811
O 0.015 2.277 2.628
H -3.890 2.643 1.478
H -2.151 3.098 1.673
H -2.746 2.139 0.236
H -2.849 1.179 3.183
H -3.526 0.321 1.794
H -1.051 0.500 0.780
H 0.291 -0.867 3.184
H 1.114 0.340 1.908
H 1.275 0.704 3.843
H -1.309 2.073 5.721
H 0.393 1.758 5.719
H -1.445 3.253 3.669
H -0.262 5.038 3.978
H 0.820 4.143 5.132
H 2.242 3.466 3.023
H 2.094 5.839 4.632
H 2.456 6.380 2.965
H 3.557 5.197 3.834
H 0.232 4.610 1.755
C 1.916 8.199 -0.250
Cl 3.111 6.916 -0.034
Cl 0.335 7.457 -0.538
Cl 1.845 9.204 1.209
Cl 2.365 9.205 -1.641
C 0.264 -3.362 -2.281
Cl -0.989 -2.329 -2.991
Cl 1.494 -3.711 -3.511
Cl 1.019 -2.524 -0.924
Cl -0.471 -4.874 -1.723
C 4.124 -0.476 -4.972
Cl 4.290 1.025 -5.900
Cl 4.387 -1.865 -6.042
Cl 5.314 -0.501 -3.661
Cl 2.498 -0.563 -4.288
C 3.595 4.663 -7.570
Cl 3.817 4.805 -5.819
Cl 2.481 3.330 -7.905
Cl 2.926 6.176 -8.207
Cl 5.155 4.335 -8.345
C 1.692 2.748 8.416
Cl 0.224 3.742 8.448
Cl 1.282 1.064 8.789
Cl 2.413 2.824 6.804
Cl 2.844 3.359 9.619
C -1.687 -7.760 -4.604
Cl 0.061 -7.947 -4.825
Cl -2.125 -6.056 -4.782
Cl -2.547 -8.725 -5.820
Cl -2.136 -8.318 -2.982
C -4.053 -1.465 -5.322
Cl -5.306 -0.447 -6.053
Cl -2.805 -1.823 -6.529
Cl -3.322 -0.615 -3.953
Cl -4.777 -2.980 -4.756
C 7.602 5.534 -4.822
Cl 6.739 4.002 -5.021
Cl 9.351 5.240 -4.831
Cl 7.177 6.621 -6.157
Cl 7.135 6.279 -3.285
C 2.654 -2.505 -9.756
Cl 4.405 -2.637 -9.994
Cl 2.167 -0.807 -9.886
Cl 1.816 -3.457 -10.995
Cl 2.231 -3.118 -8.151
C 0.950 -2.866 10.623
Cl -0.045 -4.330 10.529
Cl 2.664 -3.315 10.701
Cl 0.662 -1.870 9.191
Cl 0.512 -1.950 12.076
C -4.020 -6.034 11.093
Cl -2.277 -6.323 10.978
Cl -4.345 -4.313 10.794
Cl -4.858 -7.028 9.892
Cl -4.584 -6.466 12.716
C -0.216 4.421 -3.054
Cl -0.091 3.953 -1.354
Cl 1.297 5.189 -3.570
Cl -0.515 2.983 -4.046
Cl -1.556 5.567 -3.257
C -2.918 0.978 9.818
Cl -4.398 1.954 9.871
Cl -3.310 -0.711 10.190
Cl -2.201 1.075 8.206
Cl -1.765 1.590 11.018
C 6.948 -2.775 -0.363
Cl 8.268 -3.903 -0.004
Cl 6.066 -2.402 1.125
Cl 7.619 -1.280 -1.042
Cl 5.843 -3.513 -1.535
C -5.914 -10.782 -8.046
Cl -4.335 -10.200 -7.489
Cl -6.135 -12.466 -7.538
Cl -7.193 -9.780 -7.341
Cl -5.991 -10.683 -9.814
C 0.267 -10.898 -0.180
Cl 0.071 -12.597 -0.649
Cl -0.524 -9.858 -1.381
Cl -0.473 -10.635 1.408
Cl 1.993 -10.504 -0.100
C -8.805 -4.961 9.050
Cl -7.205 -4.492 9.647
Cl -9.192 -6.593 9.626
Cl -10.022 -3.820 9.650
Cl -8.803 -4.945 7.279
C 6.229 10.579 -7.387
Cl 6.114 8.891 -7.909
Cl 5.428 11.621 -8.576
Cl 5.441 10.763 -5.812
Cl 7.935 11.040 -7.251
C -6.780 0.722 -9.779
Cl -6.961 -0.985 -10.215
Cl -7.558 1.733 -11.010
Cl -7.544 1.013 -8.208
Cl -5.059 1.128 -9.682
```

These are the Mulliken partial charges, in e, on atoms 1 to 2:
1. C -0.8358
2. C -0.2912

[5]
Density functional theory data (ωB97M-V with the def2-TZVPD basis set) for a cluster of 7 separate species, C13H28N3O15 in total in a non-equilibrium geometry.

Computed properties:
- Electronic energy: -1804.860923 Ha
- HOMO level (spin up / spin down): -6.82 / -6.82 eV
- HOMO-LUMO gap (spin up / spin down): 5.1 / 3.6 eV
- 2S+1: 2

XYZ file:
```
59
C13H28N3O15 ωB97M-V with the def2-TZVPD basis set
C 14.515 -13.003 -3.302
C 14.901 -14.343 -3.851
O 15.317 -15.238 -3.166
N 14.912 -14.411 -5.346
H 14.195 -13.737 -5.576
H 15.826 -14.052 -5.582
C 14.582 -15.804 -5.897
H 15.066 -12.224 -3.829
H 14.748 -12.999 -2.237
H 13.447 -12.865 -3.471
H 15.498 -16.385 -5.794
H 14.275 -15.608 -6.925
H 13.829 -16.426 -5.412
C 15.103 -14.145 -9.372
C 16.267 -13.310 -9.951
O 16.121 -12.454 -10.794
N 17.645 -13.773 -9.372
H 17.734 -13.698 -8.368
H 17.613 -14.781 -9.311
C 18.933 -13.284 -10.098
H 15.108 -14.114 -8.282
H 15.000 -15.136 -9.814
H 14.177 -13.609 -9.578
H 19.753 -13.878 -9.694
H 19.025 -12.217 -9.894
H 18.997 -13.594 -11.141
C 19.322 -15.500 -4.863
C 20.483 -16.414 -4.939
O 21.329 -16.597 -4.084
N 20.723 -17.015 -6.298
H 19.805 -16.911 -6.707
H 21.357 -16.367 -6.742
C 21.031 -18.504 -6.502
H 18.633 -15.525 -5.708
H 19.713 -14.484 -4.812
H 18.809 -15.552 -3.903
H 21.984 -18.796 -6.061
H 21.071 -18.785 -7.555
H 20.209 -19.006 -5.992
O 16.062 -10.281 -7.760
C 14.894 -10.457 -7.149
O 14.086 -9.554 -6.960
O 14.503 -11.614 -6.975
H 16.348 -11.197 -7.717
O 21.209 -14.004 -6.675
C 22.460 -14.166 -6.870
O 23.197 -13.177 -6.897
O 22.965 -15.264 -7.021
H 21.062 -13.057 -6.731
O 18.990 -11.994 -6.644
C 17.966 -12.552 -5.990
O 17.186 -13.235 -6.654
O 17.694 -12.230 -4.819
H 19.253 -11.348 -5.984
O 18.803 -10.428 -2.850
C 19.877 -9.929 -3.512
O 20.220 -10.301 -4.635
O 20.565 -9.122 -2.870
H 18.392 -11.082 -3.421
```

These are the Mulliken partial charges, in e, on atoms 1 to 2:
1. C -1.1465
2. C 0.8273

[6]
Density functional theory data (ωB97M-V with the def2-TZVPD basis set) for a cluster of 7 separate species, C19H49Cl2O20P4 in total in a non-equilibrium geometry.

Computed properties:
- Electronic energy: -4544.283910 Ha
- Charge: -1
- ΔE to the lowest compared entry with this formula, charge and spin: 0.0 kJ/mol
- HOMO level: -3.38 eV
- HOMO-LUMO gap: 5.4 eV
- 2S+1: 1

XYZ file:
```
94
C19H49Cl2O20P4 ωB97M-V with the def2-TZVPD basis set
C -0.273 0.136 0.589
C -0.296 1.663 0.850
O -1.146 2.328 0.295
O 0.591 2.259 1.530
H -0.274 -0.427 1.523
H 0.606 -0.024 -0.036
H -1.115 -0.175 -0.028
C 3.321 -1.421 -0.835
Cl 2.563 -0.227 -1.982
Cl 5.068 -1.631 -1.179
H 3.139 -1.046 0.172
H 2.839 -2.396 -0.903
C -0.737 1.820 -3.045
O -0.719 3.084 -3.700
P 0.167 4.308 -3.148
O -0.108 4.741 -1.748
O 1.711 3.781 -3.343
C 2.224 3.140 -4.581
O -0.017 5.456 -4.298
C -1.184 6.235 -4.456
H -1.684 1.674 -2.525
H 0.033 1.735 -2.278
H -0.488 0.993 -3.710
H 2.485 2.096 -4.407
H 3.147 3.652 -4.851
H 1.560 3.150 -5.445
H -2.090 5.788 -4.865
H -0.814 7.008 -5.130
H -1.544 6.756 -3.569
C -2.439 -2.329 2.966
O -3.315 -2.499 1.826
P -2.867 -3.490 0.593
O -3.925 -3.821 -0.407
O -1.585 -2.765 -0.022
C -0.823 -3.298 -1.052
O -2.173 -4.713 1.352
C -2.933 -5.765 1.828
H -1.439 -2.735 2.813
H -2.907 -2.862 3.794
H -2.322 -1.280 3.241
H -1.358 -4.098 -1.564
H 0.171 -3.587 -0.711
H -0.651 -2.554 -1.830
H -3.989 -5.500 1.863
H -2.559 -6.061 2.808
H -2.788 -6.643 1.199
C -2.010 -1.320 -6.891
O -1.925 -1.126 -5.475
P -3.209 -0.779 -4.582
O -3.983 0.452 -4.868
O -4.049 -2.162 -4.566
C -3.434 -3.377 -4.214
O -2.561 -0.777 -3.059
C -3.325 -0.511 -1.947
H -1.288 -2.040 -7.278
H -1.841 -0.348 -7.354
H -3.011 -1.662 -7.152
H -3.388 -3.998 -5.109
H -4.030 -3.863 -3.442
H -2.426 -3.223 -3.828
H -2.872 0.304 -1.382
H -3.338 -1.375 -1.283
H -4.338 -0.225 -2.231
C 3.241 4.126 6.802
O 2.641 3.856 5.539
P 2.619 5.009 4.351
O 1.389 5.068 3.473
O 3.069 6.445 5.077
C 2.768 7.661 4.413
O 3.970 4.657 3.477
C 3.996 3.424 2.758
H 3.377 5.180 7.043
H 4.196 3.601 6.830
H 2.586 3.755 7.589
H 1.780 8.005 4.721
H 2.644 7.578 3.333
H 3.550 8.406 4.561
H 3.025 2.963 2.576
H 4.340 2.612 3.399
H 4.617 3.429 1.862
O 1.787 -3.073 1.387
C 1.643 -3.111 2.582
O 1.150 -4.133 3.324
C 0.977 -5.389 2.704
C 0.796 -6.547 3.617
C 1.877 -1.846 3.381
H 1.785 -5.560 1.993
H 0.099 -5.276 2.068
H 0.817 -7.508 3.103
H -0.207 -6.425 4.027
H 1.564 -6.639 4.386
H 2.964 -1.794 3.329
H 1.487 -1.946 4.394
H 1.416 -0.949 2.968
```

These are the Mulliken partial charges, in e, on atoms 1 to 2:
1. C 1.3027
2. C 0.1686

- Look up the 2S+1 of the second one.
  1